1.
An isolated ion of composition C7H11N2 and charge +1, computed with ωB97M-V/def2-TZVPD.

ORCA input file:
```
! wB97M-V def2-TZVPD RIJCOSX def2/J DEFGRID3
* xyz 1 1
C -3.1369 -2.3768 -0.2584
C -2.3421 -1.3159 -0.1070
C -1.6669 -0.2710 -0.0445
N -0.8740 0.6653 0.0120
C -0.5857 1.5594 1.1783
C 0.1987 0.7236 -1.0096
C 1.4092 -0.2717 -0.6958
N 1.9588 -0.1905 0.6188
C 2.8616 -0.9499 1.0974
H -3.9046 -2.6698 0.5243
H -3.1019 -3.0634 -1.0325
H -0.9709 2.5421 1.1427
H -0.8943 1.0996 2.0589
H 0.4819 1.6909 1.3795
H 0.6227 1.7385 -1.0842
H -0.1800 0.2657 -2.0191
H 0.8897 -1.2319 -0.7599
H 2.3127 -0.1843 -1.4424
H 3.1709 -0.6334 2.1046
H 3.2766 -1.8738 0.6897
*
```

Results
* ΔE to the lowest compared entry with this formula, charge and spin: 522.9 kJ/mol
* SMILES: C=C=C=[N+](C)CCN=C
* HOMO level: -12.93 eV
* lowest unoccupied orbital energy: -5.47 eV
* Kohn-Sham gap: 7.5 eV
* E: -10406.29890 eV
* M: 123.2 g/mol

Atom charges from the natural (NBO) analysis, given in e for atoms 1 to 8: atom 1 (C): -0.18, atom 2 (C): -0.07, atom 3 (C): 0.39, atom 4 (N): -0.27, atom 5 (C): -0.43, atom 6 (C): -0.23, atom 7 (C): -0.26, atom 8 (N): -0.46

=====

2.
A 2-piece molecular cluster, C7H11N2O overall, computed with ωB97M-V/def2-TZVPD.

ORCA input file:
```
! wB97M-V def2-TZVPD RIJCOSX def2/J DEFGRID3
* xyz 1 1
C -0.6178 2.5081 1.4973
C -1.2465 3.5166 0.9044
C -1.7037 1.7678 -0.4037
C -0.9161 1.4125 0.6564
C 0.4686 -2.3272 -1.4051
C 1.9658 -1.0846 0.0961
C 0.5979 -1.0734 -0.6579
N -1.0516 -1.5362 1.0490
N -0.4147 -0.8590 0.3627
O -1.9271 3.0935 -0.2390
H -0.2156 2.6387 2.5463
H -1.0100 4.5169 1.0390
H -2.2690 1.2660 -1.1311
H 0.4528 -3.1655 -0.7274
H -0.4364 -2.5059 -2.0399
H 1.4277 -2.4589 -2.1285
H 2.8273 -1.0064 -0.5701
H 2.1180 -1.9742 0.7484
H 2.2401 -0.1255 0.6394
H 0.4773 -0.0671 -1.2765
H -0.7670 -2.5362 1.0400
*
```

Results
* ΔE to the lowest compared entry with this formula, charge and spin: 676.9 kJ/mol
* HOMO level: -13.52 eV
* lowest unoccupied orbital energy: -6.08 eV
* Kohn-Sham gap: 7.4 eV
* E: -12451.41846 eV
* M: 139.2 g/mol

Atom charges from the natural (NBO) analysis, given in e for atoms 1 to 8: atom 1 (C): -0.39, atom 2 (C): 0.14, atom 3 (C): 0.02, atom 4 (C): 0.24, atom 5 (C): -0.65, atom 6 (C): -0.64, atom 7 (C): -0.13, atom 8 (N): -0.15

=====

3.
An isolated ion of composition C7H11N2O and charge +1, computed with ωB97M-V/def2-TZVPD.

ORCA input file:
```
! wB97M-V def2-TZVPD RIJCOSX def2/J DEFGRID3
* xyz 1 1
N 2.5696 0.4462 0.2227
C 1.1785 0.1654 0.1212
N 0.4255 1.3591 0.1245
C -0.8116 1.7582 0.2495
C -1.8801 0.7823 0.4386
C -1.3913 -0.7534 0.0806
C -0.6645 -0.8814 -1.2569
C 0.7947 -0.9650 -0.8481
C 0.7214 -1.2657 0.6007
O -0.5994 -1.2909 1.0699
H 3.1470 -0.4306 0.2545
H 2.8733 0.9162 1.0323
H 1.0414 2.0694 0.0134
H -1.1789 2.8071 0.2521
H -2.0171 0.6349 1.5205
H -2.8719 0.9608 -0.1371
H -2.4224 -1.1943 0.1806
H -0.7636 0.0531 -1.9339
H -0.8931 -1.8500 -1.7105
H 1.3603 -1.5043 -1.5205
H 1.3822 -1.8174 1.2457
*
```

Results
* ΔE to the lowest compared entry with this formula, charge and spin: 254.4 kJ/mol
* SMILES: N[C@@]12[NH+]=CC[C@H]3C[C@@H]1[C@@H]2O3
* HOMO level: -12.89 eV
* lowest unoccupied orbital energy: -4.66 eV
* Kohn-Sham gap: 8.2 eV
* E: -12455.79743 eV
* M: 139.2 g/mol

Atom charges from the natural (NBO) analysis, given in e for atoms 1 to 8: atom 1 (N): -0.83, atom 2 (C): 0.20, atom 3 (N): -0.40, atom 4 (C): 0.27, atom 5 (C): -0.55, atom 6 (C): 0.10, atom 7 (C): -0.44, atom 8 (C): -0.24